Entry 1:
Entry from the Open Molecules 2025 dataset: a single C15H19BrN2O5 molecule (ωB97M-V/def2-TZVPD).

Geometry (Å):
Br  -4.280  1.018  -0.279
O  4.367  -2.348  -1.717
O  3.051  3.668  0.027
O  2.220  1.988  -1.163
O  1.276  -1.334  2.599
O  3.137  -0.513  -2.004
N  0.764  -0.111  0.745
N  3.469  0.315  0.527
C  -3.064  -1.547  -0.215
C  -0.513  -0.620  0.428
C  -1.997  -2.419  -0.076
C  0.415  -2.960  0.300
C  -0.715  -1.984  0.226
C  3.807  -1.225  -1.295
C  3.111  2.529  -0.335
C  4.096  -0.931  0.163
C  1.541  -0.474  1.789
C  -1.268  1.760  0.490
C  -4.431  -2.054  -0.549
C  -2.813  -0.188  -0.045
C  4.168  1.529  0.154
C  2.847  0.333  1.835
C  -1.557  0.305  0.283
H  4.160  -2.519  -2.651
H  -5.144  -1.763  0.222
H  3.668  -1.744  0.756
H  4.744  1.976  0.975
H  -4.429  -3.137  -0.632
H  5.186  -0.951  0.318
H  -0.634  2.143  -0.311
H  3.488  -0.081  2.625
H  0.114  -3.925  -0.097
H  4.848  1.325  -0.677
H  -0.748  1.909  1.436
H  2.604  1.365  2.096
H  1.269  -2.592  -0.268
H  1.044  0.712  0.227
H  0.731  -3.086  1.335
H  2.483  1.078  -1.446
H  -4.776  -1.630  -1.492
H  -2.169  -3.476  -0.222
H  -2.179  2.349  0.506

Values from the calculation:
E_LUMO	0.2	eV
E	-99125.344	eV
max |F|	0.68	eV Å⁻¹

Löwdin atomic charge list, values in e, 2 entries: Br 0.805; O 0.141


Entry 2:
Entry from the Open Molecules 2025 dataset: a molecular structure, C30H50BrCdN3P2S (ωB97M-V/def2-TZVPD).

Geometry (Å):
Cd  -1.344  0.961  -5.701
Br  -2.685  0.011  0.234
S  0.703  0.589  1.933
P  2.234  -1.123  -1.318
P  -2.214  -2.466  -4.398
N  1.489  0.053  4.410
N  -0.766  6.722  -7.780
N  -0.790  0.269  4.196
C  -2.940  -2.078  -2.743
C  -1.080  1.979  -1.000
C  -0.132  -4.224  -3.971
C  -2.377  1.469  -0.828
C  -3.423  1.956  -1.641
C  -4.091  -3.052  -2.491
C  3.379  -0.188  -3.754
C  -1.954  0.852  3.542
C  -2.336  -0.971  -5.367
C  4.964  -0.553  -0.571
C  2.918  -1.446  -3.010
C  -1.121  4.370  -7.952
C  3.534  -0.031  -0.577
C  -1.157  3.044  -5.792
C  2.853  0.085  3.885
C  1.322  0.412  5.820
C  2.528  -2.711  -0.406
C  -1.028  5.649  -8.522
C  -1.752  2.733  -3.196
C  -1.092  -0.925  4.994
C  -0.583  6.646  -6.462
C  -0.440  -2.728  -3.948
C  0.442  0.294  3.566
C  -0.769  2.638  -2.180
C  -0.960  4.261  -6.560
C  -3.145  -1.110  -6.662
C  -1.401  2.734  -4.564
C  -3.112  2.473  -2.885
C  3.469  -3.752  -0.998
C  -0.657  5.410  -5.813
H  4.440  0.034  -3.573
H  -1.177  5.796  -9.598
H  -1.481  -0.626  5.975
H  3.633  -4.549  -0.263
H  -2.144  -2.204  -1.996
H  5.092  -1.413  0.095
H  3.259  -0.341  -4.836
H  -3.367  -0.130  -7.110
H  -0.532  -4.689  -4.879
H  -1.342  3.506  -8.568
H  2.245  0.878  6.170
H  -0.327  1.817  -0.234
H  -2.590  -1.694  -7.404
H  5.324  -0.832  -1.568
H  2.785  0.694  -3.472
H  -4.446  1.849  -1.328
H  -4.361  -3.078  -1.432
H  -0.573  -4.747  -3.115
H  -3.900  2.639  -3.632
H  -4.109  -1.597  -6.475
H  -2.825  -0.255  -4.669
H  -4.983  -2.769  -3.061
H  5.630  0.237  -0.204
H  -0.530  5.336  -4.737
H  -0.381  7.549  -5.880
H  2.101  -1.930  -3.575
H  -1.858  -1.539  4.502
H  0.948  -4.405  -3.950
H  -3.276  -1.031  -2.695
H  -2.703  1.083  4.312
H  3.078  1.053  3.410
H  -3.819  -4.070  -2.794
H  1.135  -0.491  6.414
H  3.047  -4.229  -1.890
H  -2.400  0.163  2.813
H  4.455  -3.349  -1.253
H  2.837  -2.433  0.611
H  -0.249  -2.295  -2.955
H  3.533  -0.081  4.724
H  3.190  0.181  0.448
H  2.986  -0.704  3.135
H  -1.208  -0.846  -5.557
H  0.232  3.014  -2.393
H  1.516  -3.137  -0.317
H  -0.192  -1.527  5.135
H  -1.670  1.768  3.022
H  0.479  1.105  5.936
H  3.472  0.918  -1.130
H  0.181  -2.190  -4.678
H  3.729  -2.183  -2.929

Values from the calculation:
charge	+2
E_LUMO	-8.4	eV
E	-140389.801	eV
max |F|	4.50	eV Å⁻¹

Löwdin atomic charge list, values in e, 2 entries: Cd 1.501; Br 0.979


Entry 3:
Entry from the Open Molecules 2025 dataset: a molecular structure, C4H8O2 (ωB97M-V/def2-TZVPD).

Geometry (Å):
O  0.916  -1.533  -1.034
O  -0.162  1.926  0.962
C  0.933  -0.314  0.252
C  -0.237  0.633  0.400
C  -0.065  -0.497  1.368
C  -0.971  0.223  -0.838
H  -0.700  0.901  -1.657
H  -2.046  0.088  -0.715
H  -0.786  -1.310  1.351
H  -0.216  -0.980  -1.224
H  0.322  -0.269  2.366
H  1.990  -0.185  0.336
H  -0.380  2.575  0.279
H  1.403  -1.260  -1.846

Values from the calculation:
E_LUMO	0.7	eV
E	-8367.805	eV
max |F|	3.19	eV Å⁻¹

Löwdin atomic charge list, values in e, 2 entries: O -0.114; O 0.025


Entry 4:
Entry from the Open Molecules 2025 dataset: a molecular structure, C23H32BF4I2N2OPtSi3 (ωB97M-V/def2-TZVPD).

Geometry (Å):
Pt  0.640  0.584  -0.531
I  5.473  -1.605  -0.071
I  5.310  1.113  5.286
Si  -2.364  -0.175  0.233
Si  -0.136  -2.441  0.606
Si  -0.694  -1.199  -2.276
F  1.653  1.973  -2.361
F  1.157  3.928  -3.455
F  1.158  1.931  -4.611
F  3.148  2.847  -3.892
O  2.635  -0.291  -0.189
N  1.258  1.258  1.562
N  -0.951  1.974  -0.767
C  -1.554  0.178  -3.259
C  0.505  1.894  2.428
C  2.200  1.792  4.113
C  -1.579  4.253  -0.947
C  -0.666  3.227  -1.117
C  -2.141  1.662  -0.219
C  4.450  -0.408  1.310
C  5.038  -0.076  2.526
C  -0.839  -1.016  -0.382
C  -1.576  -2.832  -2.744
C  -3.992  -0.753  -0.554
C  3.037  1.110  3.202
C  2.480  0.829  1.923
C  -3.091  2.655  -0.021
C  3.168  0.022  0.939
C  -2.706  -0.189  2.101
C  1.055  -1.360  -3.008
C  1.320  -3.296  -0.234
C  4.344  0.659  3.458
C  -2.817  3.963  -0.392
C  0.437  -1.996  2.359
C  -1.521  -3.726  0.827
C  0.936  2.157  3.735
B  1.797  2.677  -3.616
H  -4.049  2.395  0.413
H  -0.277  -1.353  2.878
H  6.042  -0.412  2.743
H  1.398  -1.479  2.338
H  -2.337  -3.334  1.441
H  1.046  -3.697  -1.212
H  1.833  -0.975  -2.352
H  -2.598  -2.871  -2.357
H  -1.144  -4.630  1.313
H  -1.839  0.134  2.679
H  2.560  2.015  5.108
H  2.138  -2.588  -0.387
H  -4.209  -1.789  -0.280
H  -3.559  4.741  -0.261
H  -1.746  -0.181  -4.274
H  -4.837  -0.141  -0.230
H  -0.894  1.041  -3.347
H  0.567  -2.902  2.956
H  -2.504  0.508  -2.830
H  -1.944  -4.016  -0.138
H  1.098  -0.773  -3.928
H  -2.979  -1.188  2.448
H  -3.535  0.485  2.336
H  -3.936  -0.706  -1.643
H  0.298  3.413  -1.575
H  -1.621  -2.942  -3.831
H  -1.032  -3.692  -2.344
H  1.314  -2.395  -3.251
H  0.267  2.649  4.429
H  -1.318  5.253  -1.262
H  -0.469  2.224  2.080
H  1.695  -4.119  0.379

Values from the calculation:
charge	-1
E_LUMO (spin up / spin down)	1.9 / 1.9	eV
E	-84037.346	eV
max |F|	1.72	eV Å⁻¹

Löwdin atomic charge list, values in e, 2 entries: Pt 1.062; I 0.894


Entry 5:
Entry from the Open Molecules 2025 dataset: a molecular structure, C5H6O2 (ωB97M-V/def2-TZVPD).

Geometry (Å):
O  0.484  -0.594  -1.151
O  -1.735  0.397  1.207
C  0.228  -0.942  0.376
C  1.030  0.276  0.785
C  0.674  0.795  -0.590
C  -0.697  0.420  -0.930
C  -1.284  -0.353  0.272
H  0.510  -1.965  0.618
H  -1.904  -1.199  -0.130
H  2.104  0.122  0.899
H  1.259  1.458  -1.217
H  0.562  0.811  1.616
H  -1.211  0.826  -1.799

Values from the calculation:
E_LUMO	0.6	eV
E	-9371.789	eV
max |F|	0.53	eV Å⁻¹

Löwdin atomic charge list, values in e, 2 entries: O 0.026; O -0.155


Entry 6:
Entry from the Open Molecules 2025 dataset: a molecular structure, C3H10CsN2O2 (ωB97M-V/def2-TZVPD).

Geometry (Å):
Cs  3.022  -1.239  -1.662
O  1.248  1.039  -1.672
O  0.332  -1.340  0.283
N  0.151  2.693  -2.777
N  -0.347  2.233  -0.567
C  -0.265  -1.280  1.598
C  -0.971  -2.591  1.942
C  0.436  1.975  -1.647
H  0.756  2.480  -3.551
H  -0.340  3.559  -2.673
H  -0.979  -0.462  1.662
H  1.041  -1.969  0.457
H  -0.285  1.586  0.200
H  -1.800  -2.859  1.293
H  -0.246  -3.349  2.243
H  0.507  -1.166  2.365
H  -0.787  3.118  -0.405
H  -1.473  -2.429  2.911

Values from the calculation:
charge	+1
E_LUMO	-3.3	eV
E	-10892.128	eV
max |F|	1.88	eV Å⁻¹

Löwdin atomic charge list, values in e, 2 entries: Cs 1.101; O -0.193